[1]
The following is a quantum chemistry calculation of C3H4Cl2NO3P in the gas phase, from the Open Molecules 2025 dataset.

Computed properties:
Charge: 0
LUMO, eV: -0.30
Highest occupied orbital energy, eV: -9.199
Maximum force, eV Å⁻¹: 5.0
E, eV: -45142.58023

Positions of all 14 atoms, in Å:
O (3.078, 0.665, 1.686)
P (2.941, 0.338, 0.295)
Cl (4.080, -1.129, -0.331)
Cl (3.044, 1.865, -0.936)
O (1.448, -0.619, -0.276)
C (0.138, -0.596, -0.129)
N (-0.811, -1.437, -0.511)
C (-2.075, -0.795, -0.307)
C (-1.840, 0.671, 0.195)
O (-0.402, 0.633, 0.395)
H (-2.691, -1.336, 0.514)
H (-2.600, -0.636, -1.237)
H (-1.968, 1.338, -0.579)
H (-2.344, 1.037, 1.222)

=====

[2]
The following is a quantum chemistry calculation of a molecular structure, C6H8NaO3, from the Open Molecules 2025 dataset.

Computed properties:
Charge: +1
LUMO, eV: -4.63
Highest occupied orbital energy, eV: -13.485
Maximum force, eV Å⁻¹: 2.1
E, eV: -16904.63542

Positions of all 18 atoms, in Å:
O (0.877, 2.061, -0.066)
C (0.160, 1.057, -0.767)
C (-0.834, 0.304, 0.057)
Na (0.188, 4.350, 0.074)
H (-1.661, -0.170, -0.473)
H (0.043, 1.230, -1.835)
H (-1.076, 0.735, 1.030)
C (0.556, -0.252, -0.153)
C (1.626, 0.086, 0.884)
C (2.164, 1.431, 0.421)
H (0.688, -1.127, -0.788)
H (2.412, -0.674, 0.921)
H (1.064, 0.374, 1.852)
H (2.520, 2.087, 1.224)
H (2.875, 1.402, -0.415)
O (-3.220, -3.398, -0.318)
C (-3.875, -4.292, -0.654)
O (-4.506, -5.204, -0.992)

=====

[3]
The following is a quantum chemistry calculation of a molecular structure, C32H30IN9OPS3Sn, from the Open Molecules 2025 dataset.

Computed properties:
Charge: -1
LUMO, eV: 1.98
Highest occupied orbital energy, eV: -3.992
Maximum force, eV Å⁻¹: 0.3
E, eV: -104860.13282

Positions of all 78 atoms, in Å:
Sn (-0.665, 0.791, 0.327)
I (0.797, -0.604, 3.343)
C (2.235, 0.953, 3.263)
C (2.624, 1.288, 4.532)
C (3.320, 2.483, 4.792)
C (3.501, 3.363, 3.774)
C (3.123, 3.041, 2.446)
C (3.282, 4.042, 1.460)
C (2.947, 3.781, 0.170)
C (2.585, 2.479, -0.201)
C (2.486, 1.445, 0.702)
C (2.590, 1.750, 2.116)
H (2.336, 0.654, 5.358)
H (3.636, 2.713, 5.802)
H (3.933, 4.340, 3.956)
H (3.651, 5.015, 1.762)
H (3.014, 4.550, -0.591)
H (2.437, 2.265, -1.249)
S (5.120, 0.291, -5.217)
N (5.350, 0.163, -3.618)
C (4.155, 0.065, -3.071)
C (3.867, -0.135, -1.658)
C (4.825, -0.563, -0.783)
C (4.348, -1.124, 0.445)
C (3.087, -0.903, 0.848)
N (2.299, 0.121, 0.192)
C (2.495, -0.009, -1.242)
C (1.441, 0.050, -2.173)
N (0.123, 0.185, -1.801)
C (-0.851, 0.082, -2.711)
C (-0.643, -0.093, -4.061)
C (0.678, -0.078, -4.498)
C (1.707, 0.014, -3.592)
C (3.089, 0.101, -4.025)
N (3.500, 0.221, -5.272)
H (5.853, -0.661, -1.105)
H (4.957, -1.838, 0.990)
H (2.638, -1.472, 1.645)
H (-1.862, 0.173, -2.324)
H (-1.479, -0.173, -4.740)
H (0.922, -0.120, -5.553)
S (-3.177, 0.896, -0.236)
C (-3.444, 2.544, -0.770)
C (-4.784, 2.816, -1.216)
N (-5.869, 2.991, -1.561)
C (-2.500, 3.512, -0.783)
S (-0.844, 3.325, -0.280)
C (-2.854, 4.830, -1.255)
N (-3.107, 5.888, -1.630)
C (-1.496, -5.248, 2.247)
N (-0.847, -4.133, 1.583)
C (0.614, -4.200, 1.589)
P (-1.558, -3.160, 0.432)
O (-0.753, -1.927, 0.279)
N (-3.113, -3.032, 1.011)
C (-3.220, -2.265, 2.260)
C (-4.219, -2.743, 0.095)
N (-1.712, -3.931, -1.025)
C (-0.906, -3.527, -2.173)
C (-2.253, -5.276, -1.093)
H (-1.205, -5.269, 3.302)
H (-1.207, -6.210, 1.804)
H (-2.577, -5.144, 2.190)
H (0.986, -4.163, 2.616)
H (1.030, -3.350, 1.050)
H (0.971, -5.128, 1.126)
H (-2.364, -2.470, 2.901)
H (-4.129, -2.556, 2.790)
H (-3.262, -1.188, 2.068)
H (-4.025, -3.177, -0.882)
H (-4.372, -1.667, -0.030)
H (-5.137, -3.179, 0.496)
H (-0.417, -2.579, -1.965)
H (-1.535, -3.406, -3.059)
H (-0.139, -4.277, -2.393)
H (-2.867, -5.486, -0.217)
H (-1.458, -6.030, -1.151)
H (-2.882, -5.383, -1.982)

=====

[4]
The following is a quantum chemistry calculation of a molecular structure, C24H26N4SiV, from the Open Molecules 2025 dataset.

Computed properties:
2S+1: 4
Charge: 0
LUMO (alpha / beta), eV: -0.53 / -0.56
Highest occupied orbital energy (alpha / beta), eV: -5.074 / -5.242
Maximum force, eV Å⁻¹: 5.2
E, eV: -64825.58509
Energy above the lowest of the compared OMol25 structures with the same formula, charge and spin, kcal/mol: 162.03
Expectation value of S²: 3.887

Positions of all 56 atoms, in Å:
C (1.193, 0.739, 0.987)
C (0.390, 1.680, 0.071)
C (-0.788, 1.934, 0.890)
H (0.969, 2.512, -0.402)
C (-0.448, 1.776, 2.234)
C (0.764, 1.029, 2.312)
H (1.320, 0.750, 3.204)
H (2.223, 0.329, 0.683)
H (-1.590, 2.526, 0.457)
H (-0.960, 2.192, 3.052)
V (-0.738, -0.240, 1.526)
C (-1.531, -1.530, -0.207)
H (-2.598, -1.320, 0.132)
H (-1.084, -2.223, 0.537)
H (-1.716, -2.211, -1.060)
Si (-0.044, 0.681, -1.706)
C (1.533, 0.176, -2.374)
C (2.450, 1.206, -2.479)
H (2.131, 2.211, -2.222)
C (3.784, 0.889, -2.722)
H (4.506, 1.704, -2.818)
C (4.187, -0.457, -2.823)
H (5.245, -0.692, -2.997)
C (3.255, -1.510, -2.721)
H (3.577, -2.569, -2.821)
C (1.909, -1.186, -2.475)
H (1.180, -1.980, -2.268)
C (-1.316, 1.610, -2.615)
C (-0.929, 1.936, -3.913)
H (0.082, 1.704, -4.241)
C (-1.826, 2.634, -4.718)
H (-1.526, 2.966, -5.714)
C (-3.127, 2.875, -4.241)
H (-3.870, 3.343, -4.901)
C (-3.541, 2.454, -2.961)
H (-4.560, 2.640, -2.596)
C (-2.629, 1.769, -2.144)
H (-2.888, 1.426, -1.138)
H (-0.898, 0.319, -0.428)
H (-0.197, -0.644, -2.618)
N (-0.683, -1.650, 5.358)
C (-1.355, -0.547, 5.853)
C (-1.759, 0.181, 4.792)
N (-1.388, -0.478, 3.611)
C (-0.725, -1.587, 3.993)
C (0.069, -2.348, 3.037)
N (0.316, -1.850, 1.780)
C (1.166, -2.789, 1.146)
C (1.412, -3.798, 1.977)
N (0.773, -3.500, 3.169)
H (-0.160, -2.376, 5.853)
H (-1.465, -0.401, 6.925)
H (-2.263, 1.144, 4.759)
H (1.447, -2.593, 0.093)
H (1.955, -4.772, 1.830)
H (0.768, -4.085, 4.060)

=====

[5]
The following is a quantum chemistry calculation of a gas-phase ion, CHO6S (charge -1), from the Open Molecules 2025 dataset.

Computed properties:
Charge: -1
LUMO, eV: 3.76
Highest occupied orbital energy, eV: -6.310
Maximum force, eV Å⁻¹: 3.1
E, eV: -24175.40766
Energy above the lowest of the compared OMol25 structures with the same formula, charge and spin, kcal/mol: 12.46

Positions of all 9 atoms, in Å:
O (2.409, -0.215, 0.612)
C (1.349, 0.203, 0.155)
O (1.464, 1.259, -0.782)
O (0.134, -0.224, 0.342)
S (-1.795, -0.579, 0.079)
O (-1.623, -1.113, -1.226)
O (-1.903, -1.450, 1.213)
O (-2.390, 0.693, 0.244)
H (2.357, 1.424, -0.639)

=====

[6]
The following is a quantum chemistry calculation of C4H4O3 in the gas phase, from the Open Molecules 2025 dataset.

Computed properties:
Charge: 0
LUMO, eV: -0.91
Highest occupied orbital energy, eV: -9.482
Maximum force, eV Å⁻¹: 4.3
E, eV: -10352.13977
Energy above the lowest of the compared OMol25 structures with the same formula, charge and spin, kcal/mol: 70.85

Positions of all 11 atoms, in Å:
C (-1.866, 0.055, 0.170)
C (-0.502, -0.388, -0.288)
O (-0.288, -1.211, -1.147)
C (0.721, 0.249, 0.404)
O (0.607, 1.098, 1.250)
C (2.153, -0.187, -0.131)
O (2.677, 0.607, -0.905)
H (-1.982, -0.119, 1.245)
H (-2.635, -0.490, -0.383)
H (-1.985, 1.132, 0.014)
H (3.099, -0.748, -0.231)

=====

> What is the charge in the first record?

0